Entry 1:
{
  "formula": "C17H23N3O2",
  "method": "ωB97M-V with the def2-TZVPD basis set",
  "symbols": ["O", "O", "C", "C", "C", "C", "C", "C", "C", "C", "C", "C", "N", "N", "N", "C", "C", "C", "C", "C", "C", "C", "H", "H", "H", "H", "H", "H", "H", "H", "H", "H", "H", "H", "H", "H", "H", "H", "H", "H", "H", "H", "H", "H", "H"],
  "positions_angstrom": [[-4.867, 3.883, -1.244], [-0.602, 4.084, -2.777], [0.567, 0.982, -0.512], [0.887, 0.621, 0.605], [-4.413, 2.810, -0.872], [-1.762, 3.970, -2.397], [2.027, -5.421, 0.258], [1.113, -4.377, 0.057], [3.108, -5.245, 1.129], [1.273, -3.159, 0.733], [3.259, -4.025, 1.793], [2.351, -2.991, 1.611], [-2.803, 4.149, -3.218], [-3.107, 2.577, -0.742], [2.570, -0.523, 1.810], [-5.345, 1.662, -0.561], [-2.695, 4.525, -4.626], [1.287, 0.176, 1.943], [-2.043, 3.576, -0.939], [4.342, -3.631, 2.743], [2.729, -1.822, 2.474], [4.205, -2.105, 2.767], [0.303, 1.310, -1.499], [1.898, -6.365, -0.264], [0.276, -4.514, -0.621], [3.823, -6.046, 1.285], [0.565, -2.351, 0.578], [-3.727, 4.087, -2.803], [-2.825, 1.655, -0.451], [2.854, -0.578, 0.831], [-5.281, 1.423, 0.499], [-6.364, 1.959, -0.804], [-5.068, 0.795, -1.156], [-3.676, 4.803, -5.015], [-2.016, 5.373, -4.729], [-2.298, 3.687, -5.202], [0.514, -0.482, 2.355], [1.393, 1.037, 2.613], [-2.324, 4.486, -0.407], [-1.117, 3.212, -0.499], [5.333, -3.944, 2.397], [4.155, -4.062, 3.731], [2.156, -1.853, 3.408], [4.512, -1.684, 3.729], [4.833, -1.667, 1.984]],
  "homo_ev": -8.652,
  "homo_lumo_gap_ev": 9.178
}



Entry 2:
{
  "formula": "C17H23N3O3Pt",
  "method": "ωB97M-V with the def2-TZVPD basis set",
  "symbols": ["Pt", "C", "O", "C", "C", "O", "C", "C", "O", "C", "H", "H", "H", "H", "H", "H", "H", "H", "H", "H", "H", "H", "H", "H", "C", "C", "N", "C", "C", "C", "C", "C", "C", "C", "C", "N", "C", "N", "H", "H", "H", "H", "H", "H", "H", "H", "H"],
  "positions_angstrom": [[0.013, -0.165, 0.382], [-2.282, 0.323, 2.413], [-1.862, 0.497, 1.018], [-2.003, 1.850, 0.498], [-0.811, 2.664, 0.907], [0.329, 1.814, 0.618], [1.678, 2.345, 0.767], [2.546, 1.296, 0.146], [2.158, 0.013, 0.683], [2.927, -0.443, 1.846], [-3.353, 0.506, 2.460], [-1.757, 1.014, 3.068], [-2.070, -0.703, 2.696], [-2.928, 2.306, 0.850], [-2.048, 1.747, -0.584], [-0.794, 2.942, 1.961], [-0.776, 3.574, 0.307], [1.876, 2.514, 1.825], [1.784, 3.287, 0.231], [3.600, 1.505, 0.331], [2.387, 1.247, -0.930], [3.955, -0.602, 1.531], [2.503, -1.383, 2.182], [2.900, 0.301, 2.639], [0.844, -4.067, -1.014], [0.824, -2.732, -0.637], [-0.301, -2.081, -0.220], [-1.456, -2.733, -0.195], [-1.526, -4.120, -0.545], [-0.320, -4.785, -0.929], [-2.656, -4.949, -0.351], [-4.018, -4.878, -0.713], [-4.617, -4.042, -1.700], [-6.015, -4.145, -1.885], [-6.554, -3.331, -2.907], [-5.736, -2.603, -3.597], [-4.396, -2.485, -3.392], [-3.859, -3.208, -2.450], [1.774, -4.529, -1.320], [1.737, -2.147, -0.650], [-2.324, -2.198, 0.170], [-0.332, -5.841, -1.181], [-2.396, -5.897, 0.129], [-4.670, -5.638, -0.292], [-6.641, -4.816, -1.306], [-7.613, -3.338, -3.171], [-3.802, -1.852, -4.039]],
  "homo_ev": [-21.923, -21.923],
  "homo_lumo_gap_ev": [4.478, 4.457],
  "charge": 4
}



Calculated values (kcal per mole) of energy relative to the best compared isomer or geometry (same formula, charge and spin) for the records, taken in order: 70.2 0.0.
Calculated values (Eh) of calculated total energy for the records, taken in order: -976.3012 -1169.0606.